{"formula": "C2H7ClNOP", "method": "ωB97M-V with the def2-TZVPD basis set", "symbols": ["C", "N", "P", "C", "O", "Cl", "H", "H", "H", "H", "H", "H", "H"], "coordinates": [[-1.4896, -1.4072, 0.3068], [-0.5993, -0.4413, 1.0345], [0.6055, 0.1532, 0.3184], [0.6336, 1.0812, -1.2886], [1.2414, 1.3871, 1.4027], [2.1839, -1.0351, 0.0820], [-1.5100, -1.2712, -0.7647], [-2.4718, -1.2652, 0.6865], [-1.2254, -2.4829, 0.5907], [0.3845, 2.1627, -1.0540], [1.6216, 1.0374, -1.6839], [-0.1162, 0.5244, -1.8396], [0.7419, 1.5569, 2.2091]], "atomic_forces_ev_per_a": [[1.3, -0.8, 1.6], [-1.2, -1.0, -1.3], [1.4, 4.3, 2.7], [-1.0, 0.5, 2.1], [-0.4, -1.9, -2.4], [0.9, -0.7, -0.1], [0.1, -0.1, -0.4], [-1.0, 0.2, 0.2], [-0.1, 1.3, -0.7], [-0.1, -1.5, -0.4], [0.5, -0.2, -0.5], [0.0, 0.4, -0.7], [-0.4, -0.6, -0.2]], "nbo_charge": [-0.4153, -1.0714, 1.9127, -0.9784, -0.9954, -0.2850, 0.1696, 0.1997, 0.1902, 0.2682, 0.2549, 0.2409, 0.5092], "homo_energy_ev": -9.1572, "gap_ha": 0.3643, "lumo_energy_ev": 0.8, "energy_ha": -1011.96074, "relative_energy_kcal_mol": 30.1}

{"formula": "C3H4S2", "method": "ωB97M-V with the def2-TZVPD basis set", "symbols": ["C", "C", "C", "H", "H", "H", "H", "S", "S"], "coordinates": [[-1.1522, -0.6539, 0.0196], [-0.1631, 0.6448, -0.0869], [1.0967, -0.1496, 0.0290], [-0.2880, 1.4678, 0.6676], [-0.3191, 1.2523, -1.0422], [1.1753, -0.1757, 1.1455], [1.9927, 0.1056, -0.6397], [-2.7454, -0.7858, -0.0260], [0.4030, -1.7055, -0.0669]], "atomic_forces_ev_per_a": [[2.4, 1.5, -0.9], [-2.4, 1.2, -1.1], [2.0, 1.9, 1.7], [-0.1, -1.1, -0.2], [0.1, -1.4, 0.8], [1.9, 1.0, -0.9], [-1.3, -0.4, 1.4], [0.6, -0.3, 0.3], [-3.3, -2.4, -1.1]], "nbo_charge": [-0.2584, -0.4744, -0.6071, 0.2325, 0.2403, 0.2300, 0.2492, 0.0969, 0.2909], "homo_energy_ev": -8.7683, "gap_ha": 0.3150, "lumo_energy_ev": -0.2, "energy_ha": -913.00954, "relative_energy_kcal_mol": 32.0}

{"formula": "H16O8", "method": "ωB97M-V with the def2-TZVPD basis set", "symbols": ["O", "H", "H", "O", "H", "H", "O", "H", "H", "O", "H", "H", "O", "H", "H", "O", "H", "H", "O", "H", "H", "O", "H", "H"], "coordinates": [[2.6846, 1.3217, -0.7602], [3.5108, 1.6667, -0.4219], [2.1673, 1.1280, 0.0216], [-0.2005, 0.0240, -0.3691], [0.3851, 0.5778, 0.1473], [-0.9754, -0.0853, 0.1820], [-1.5444, -1.9568, 0.4354], [-1.9802, -1.2390, 0.8948], [-0.9559, -2.3371, 1.0875], [-2.5450, 0.1829, -1.8679], [-2.9025, 0.8109, -1.2401], [-1.8557, -0.2731, -1.3850], [-2.1082, -0.0266, 1.1276], [-2.8918, 0.4305, 0.8222], [-1.6396, 0.6237, 1.6508], [-0.1287, -0.5341, -2.3403], [0.4337, -1.2701, -2.5816], [-0.1195, -0.5287, -1.3832], [2.1359, -1.0837, 1.0356], [3.0428, -0.7968, 0.9290], [1.6252, -0.4637, 0.5150], [1.3054, 1.0801, 0.8295], [1.7612, 0.8821, 1.6476], [0.7953, 1.8665, 1.0233]], "atomic_forces_ev_per_a": [[3.0, 0.4, -3.0], [0.4, 0.2, -0.4], [1.7, 0.6, -2.0], [-1.2, 2.2, 4.9], [-1.2, -1.0, -1.4], [0.4, -0.5, -0.5], [0.5, -3.8, -1.0], [0.0, -2.4, 0.0], [0.2, -0.4, -0.1], [-1.2, 0.3, 0.2], [-0.2, 0.3, -0.1], [0.2, -0.3, -0.7], [-2.4, 5.5, 2.6], [-0.7, 0.1, -0.2], [0.0, 0.2, 0.7], [0.7, -1.8, -5.7], [0.0, -0.2, -0.5], [0.6, -0.9, -1.0], [0.3, -0.7, 0.8], [0.4, -0.3, -0.3], [0.1, -1.8, -0.7], [-2.0, 3.8, 7.8], [0.2, -0.7, 0.8], [0.0, 1.1, -0.2]], "nbo_charge": [-0.9752, 0.4425, 0.4205, -0.9338, 0.4436, 0.4692, -0.9747, 0.4420, 0.4560, -0.9060, 0.4149, 0.4818, -0.8745, 0.5135, 0.4980, -1.0000, 0.4394, 0.4421, -0.9398, 0.4667, 0.4677, -0.8544, 0.5392, 0.5214], "homo_energy_ev": -8.7933, "gap_ha": 0.2794, "lumo_energy_ev": -1.2, "energy_ha": -611.21270, "relative_energy_kcal_mol": 232.1}

{"formula": "C23H42NO9PbSSi2", "method": "ωB97M-V with the def2-TZVPD basis set", "symbols": ["Pb", "O", "C", "O", "C", "C", "C", "C", "C", "N", "C", "O", "O", "H", "H", "H", "H", "C", "C", "C", "C", "O", "Si", "S", "O", "C", "C", "C", "C", "O", "C", "C", "C", "C", "H", "H", "H", "H", "H", "H", "H", "H", "H", "H", "H", "H", "H", "H", "H", "H", "H", "H", "H", "H", "H", "H", "H", "H", "H", "H", "H", "C", "Si", "C", "C", "C", "H", "H", "H", "H", "H", "H", "H", "H", "H", "H", "H", "O", "O"], "coordinates": [[-0.4542, 0.8685, 0.2331], [-1.1104, 4.7751, -2.6780], [-1.2976, 3.6725, -1.9248], [-1.0682, 3.6824, -0.7429], [-1.7636, 2.5024, -2.6973], [-2.1046, 2.6085, -4.0401], [-2.5341, 1.4728, -4.7054], [-2.5353, 0.2647, -4.0331], [-2.1112, 0.2282, -2.7083], [-1.7742, 1.3276, -2.0456], [-1.9451, -1.1309, -1.9991], [-2.4347, -2.1004, -2.5848], [-1.2937, -1.1302, -0.9171], [-0.7317, 5.4496, -2.0990], [-2.0421, 3.5663, -4.5358], [-2.8487, 1.5279, -5.7395], [-2.8442, -0.6582, -4.5024], [1.3252, -4.6907, 2.2502], [0.5933, -3.3555, 2.1047], [0.8149, -2.4798, 3.3334], [-0.8934, -3.5847, 1.8560], [1.0880, -2.6546, 0.9629], [2.5550, -2.3670, 0.3734], [2.4022, -0.5603, -0.8077], [3.6034, -2.2667, 1.6034], [5.0030, -2.0436, 1.7241], [5.5754, -1.3572, 0.4880], [5.6654, -3.4068, 1.9283], [5.1823, -1.1558, 2.9525], [3.1437, -3.5442, -0.5993], [2.6634, -4.1022, -1.8202], [2.7855, -5.6195, -1.6795], [1.2130, -3.7144, -2.0936], [3.5661, -3.6054, -2.9496], [0.9717, -5.2219, 3.1353], [2.3983, -4.5143, 2.3420], [1.1476, -5.3090, 1.3679], [0.3591, -2.9286, 4.2188], [0.3765, -1.4993, 3.1490], [1.8833, -2.3461, 3.5027], [-1.3200, -4.1991, 2.6518], [-1.0348, -4.0781, 0.8941], [-1.4096, -2.6271, 1.8127], [5.4389, -1.9924, -0.3890], [6.6396, -1.1601, 0.6279], [5.0544, -0.4151, 0.3167], [5.4379, -4.0451, 1.0730], [5.2673, -3.8812, 2.8271], [6.7475, -3.3050, 2.0278], [4.6150, -0.2356, 2.8077], [6.2361, -0.9195, 3.1114], [4.7889, -1.6646, 3.8340], [2.1289, -5.9669, -0.8809], [3.8116, -5.8875, -1.4237], [2.5061, -6.1118, -2.6125], [0.5712, -3.9917, -1.2579], [0.8538, -4.2108, -2.9953], [1.1174, -2.6337, -2.2258], [4.6004, -3.8983, -2.7609], [3.5126, -2.5174, -3.0121], [3.2447, -4.0324, -3.9013], [-1.0016, 0.6716, 4.6167], [-2.5562, 0.4631, 3.5472], [-3.3807, -1.1554, 4.1291], [-3.6844, 1.9042, 4.0905], [-2.3888, 0.5381, 1.6985], [-1.2722, 0.8677, 5.6573], [-0.3978, 1.5097, 4.2612], [-0.3693, -0.2164, 4.5951], [-3.8476, -1.0455, 5.1109], [-2.6439, -1.9599, 4.1925], [-4.1533, -1.4764, 3.4272], [-3.9597, 1.8519, 5.1471], [-4.6072, 1.9287, 3.5065], [-3.1698, 2.8558, 3.9300], [-2.9990, 1.3672, 1.3203], [-2.7700, -0.3743, 1.2317], [1.7675, 0.6779, 1.4075], [2.7789, 0.5552, 0.3737]], "atomic_forces_ev_per_a": [[0.5, -0.2, 0.5], [0.0, 0.0, -0.4], [0.2, 0.4, 0.6], [-0.1, -0.1, 0.0], [-0.2, -0.8, -0.5], [0.0, 0.3, 0.2], [0.0, -0.3, 0.0], [-0.1, 0.2, -0.3], [0.2, -0.1, 0.2], [-0.3, 0.5, -0.5], [-0.1, -0.3, 0.0], [0.0, 0.2, 0.0], [-0.1, 0.3, 0.1], [0.0, 0.0, 0.1], [0.0, 0.0, 0.0], [0.0, 0.0, 0.0], [0.0, 0.0, 0.1], [0.0, 0.2, -0.1], [0.0, -0.2, 0.2], [0.0, 0.0, -0.2], [0.2, 0.1, 0.0], [-0.4, -0.2, 0.1], [0.3, 0.6, -0.3], [0.0, -0.2, 0.3], [-0.1, 0.1, 0.2], [0.3, 0.0, 0.1], [-0.2, 0.0, 0.0], [-0.2, 0.1, 0.0], [-0.1, 0.0, -0.1], [0.0, -0.2, 0.0], [0.0, -0.2, -0.2], [0.0, 0.2, 0.0], [0.1, 0.1, 0.2], [-0.1, 0.0, 0.1], [0.0, 0.0, 0.0], [0.0, -0.1, 0.0], [0.0, 0.0, 0.0], [0.0, 0.0, 0.0], [0.0, 0.0, 0.0], [0.0, 0.0, 0.0], [0.0, 0.0, 0.0], [0.0, 0.0, 0.0], [-0.1, 0.0, 0.0], [0.1, 0.0, 0.0], [0.0, 0.0, 0.0], [0.0, 0.0, 0.0], [0.1, 0.0, 0.0], [0.0, 0.0, 0.0], [0.0, 0.0, 0.0], [0.0, 0.0, 0.0], [0.0, 0.0, 0.0], [0.0, 0.0, 0.0], [0.0, 0.0, 0.0], [0.0, 0.0, 0.0], [0.0, 0.0, 0.0], [0.0, 0.0, 0.0], [0.0, 0.0, 0.0], [-0.1, 0.0, 0.0], [0.0, 0.0, 0.0], [0.0, 0.0, 0.0], [0.0, 0.0, 0.0], [-0.1, 0.0, -0.3], [-0.3, 0.2, 0.2], [0.1, 0.2, -0.2], [0.1, -0.1, -0.1], [0.5, -0.1, 0.0], [-0.1, 0.0, 0.0], [0.0, 0.0, 0.0], [0.0, 0.0, 0.0], [0.1, 0.0, 0.0], [0.0, 0.0, 0.0], [0.0, 0.0, 0.0], [0.1, 0.0, 0.0], [0.0, 0.0, 0.0], [0.0, 0.0, 0.0], [0.0, 0.0, 0.0], [0.0, -0.1, 0.0], [-0.3, -0.4, 0.0], [0.0, 0.3, 0.0]], "nbo_charge": [1.3690, -0.6868, 0.7628, -0.5677, 0.0480, -0.2046, -0.1889, -0.1865, 0.1222, -0.4197, 0.7421, -0.6941, -0.7789, 0.5001, 0.2296, 0.2133, 0.2512, -0.6324, 0.2889, -0.6265, -0.6195, -0.9490, 2.2172, 0.0294, -0.9538, 0.2845, -0.6504, -0.6238, -0.6221, -0.9602, 0.2729, -0.6141, -0.6370, -0.6240, 0.2033, 0.2188, 0.2042, 0.1933, 0.2264, 0.2249, 0.1942, 0.2182, 0.2274, 0.2168, 0.2004, 0.2437, 0.2190, 0.2048, 0.1974, 0.2418, 0.1925, 0.2037, 0.2104, 0.2063, 0.1992, 0.2316, 0.2105, 0.2237, 0.2044, 0.2221, 0.1996, -1.1091, 1.6394, -1.1038, -1.0986, -1.4978, 0.2185, 0.2361, 0.2322, 0.2193, 0.2276, 0.2283, 0.2152, 0.2214, 0.2230, 0.2261, 0.2444, -0.6600, -0.4917], "homo_energy_ev": -3.7850, "gap_ha": 0.2136, "lumo_energy_ev": 2.0, "energy_ha": -2803.75540, "total_charge": -1}